(1)
# C43H43BF5N5O4S2W

C43H43BF5N5O4S2W as an isolated structure at a distorted geometry (ωB97M-V/def2-TZVPD, the OMol25 dataset).

The geometry in XYZ format:
```
104
Properties=species:S:1:pos:R:3:forces:R:3:lowdin_charge:R:1
H -0.3506 -0.6522 -4.7826 -1.240 0.017 -0.430 0.06
H -3.2623 3.4770 4.6683 0.114 -0.809 -0.813 0.11
C -1.2807 0.6710 2.9074 -1.198 0.127 -0.005 -0.17
C 4.0804 0.6664 -0.1518 0.292 1.231 0.399 -0.05
C 4.4407 3.0395 -0.2653 1.155 1.344 -0.318 -0.11
H -4.1977 2.4256 0.8548 0.664 -0.223 0.898 0.05
H 5.1210 3.9219 -0.3862 -0.816 -0.865 0.328 0.12
H 1.8376 3.9406 -3.6085 0.780 1.119 0.017 0.11
C 3.6967 -2.9772 -3.5038 -1.542 2.145 1.582 -0.06
C -4.7852 2.5732 -0.0118 -0.511 1.466 -0.750 0.00
C -2.5740 3.1416 -1.1062 0.441 -0.390 1.186 -0.63
C 1.7538 1.8925 -4.3539 0.481 -1.757 0.203 -0.02
C -1.3729 2.8078 4.0530 0.279 -0.647 -1.280 -0.08
H 1.1630 2.3749 -0.6538 0.105 -0.490 0.252 0.06
S -1.4747 2.3550 0.0737 -0.919 0.657 -0.627 0.70
C 2.1926 2.1116 -0.4189 0.253 0.112 -0.067 -0.03
N 0.7423 0.9363 -4.1313 -0.021 2.606 0.177 -0.09
H 3.4100 -3.1907 3.4344 -0.534 0.418 0.678 0.10
N 0.1242 2.8198 -3.1264 0.796 -1.185 -1.740 0.03
H -0.7038 -3.2011 1.3241 -0.237 0.172 -0.330 0.09
C -0.6364 -1.7835 2.9726 0.153 0.038 0.607 -0.10
C -0.4144 -2.8031 5.1859 -0.363 -0.952 -0.898 -0.09
C -2.7131 0.5251 3.0231 2.094 -0.417 -0.202 -0.03
H 2.7616 -2.1275 4.8669 -0.266 -0.731 -1.542 0.12
C 1.5541 -1.1603 0.8751 0.164 1.041 -0.987 -0.16
C 3.0794 3.1701 -0.3267 -0.975 0.995 -0.569 -0.08
C 0.9079 -0.1811 1.8539 0.821 1.082 -0.336 -0.15
H -3.1783 -0.4072 2.6178 0.286 1.072 0.446 0.14
C 1.8617 -0.4348 -0.5548 -0.181 -0.038 2.293 -0.33
C -4.9777 -1.1682 -2.0671 -0.289 -0.011 -1.184 -0.67
H -3.3998 -4.0986 -1.3006 -0.951 -0.389 0.001 0.06
H 3.2033 -4.6114 -2.2968 -0.177 -1.576 0.422 0.08
F -5.3494 0.0806 -2.3461 -0.276 0.367 -0.059 0.13
C -1.7120 -3.0185 -1.4864 -0.967 -3.491 -0.204 -0.13
C 2.8087 -1.2585 2.8384 -0.187 1.472 0.638 -0.56
O -1.2743 -0.6979 0.9796 0.008 0.001 -1.541 -0.32
H 4.0663 -1.0602 -4.4913 0.035 -0.299 -0.052 0.10
C 2.4982 -2.7568 -1.4001 0.885 -1.125 -1.818 0.00
H -3.0970 4.5466 -3.8984 -0.257 0.530 -0.837 0.11
H -0.7145 -4.9557 5.2439 0.613 0.671 -0.708 0.11
H -5.4685 3.8915 -2.3064 1.625 0.132 -0.386 0.15
N -2.1466 3.7389 -2.2199 -0.835 -0.361 0.077 -0.05
H -5.1622 1.6219 -0.3592 -0.235 -0.006 -0.133 0.07
H -0.9002 3.7076 4.3742 0.277 0.395 0.390 0.10
O 0.6125 0.0025 -1.0177 0.269 0.044 -0.263 -0.34
H 4.9383 -1.3008 2.8758 -0.058 0.503 -0.499 0.10
C -0.5158 -1.6984 4.3792 0.746 1.317 -0.380 -0.04
C -3.3970 1.5354 3.6521 -1.824 -0.595 -0.578 -0.10
C -0.5849 -0.4678 2.1481 0.308 -0.617 1.599 -0.42
H 4.2122 0.3491 2.3928 0.175 -0.172 -0.389 0.07
H -0.2699 -2.6678 6.2403 -0.083 -0.164 0.351 0.10
C 3.6342 -1.5671 -3.6314 0.748 0.379 0.642 -0.07
H -1.9813 -4.8757 -0.5784 0.116 -0.493 0.684 0.07
H 4.4735 -0.3160 0.0319 0.206 -0.307 -0.304 0.12
C -3.2571 4.1183 -2.9526 -0.223 -0.612 1.716 -0.04
N -1.1973 -2.0107 -1.4478 0.080 1.209 0.013 0.09
H -0.7273 4.8369 -3.5637 -0.064 -0.233 0.267 0.09
C 0.6456 -0.4053 -4.5381 0.262 -1.225 -0.371 -0.06
H 1.2607 -0.6575 -5.3721 0.588 0.299 -0.688 0.10
H 2.7056 1.5367 -4.7645 -0.577 0.595 0.016 0.13
N -3.9410 3.2148 -1.0219 2.278 -0.482 -0.955 -0.09
H 2.6553 4.1499 -0.4753 -0.047 0.314 0.149 0.10
C 2.5250 -1.3913 -1.5440 -0.465 1.092 1.313 -0.17
F -3.3293 -0.1250 -0.6551 -0.614 0.007 -0.173 -0.41
S -1.8228 0.8834 -3.1471 0.526 -0.533 -0.122 0.69
H 0.9074 -1.9653 0.6273 -0.829 -0.663 -0.243 0.11
C -0.6659 -3.0644 2.3883 0.340 1.340 0.781 -0.03
H -2.1589 -4.9773 -2.3500 -0.310 0.452 0.393 0.10
H 0.9118 -1.0918 -3.7703 0.341 -0.378 0.938 0.07
W -1.2753 0.0648 -0.8175 -0.115 -0.312 0.716 1.33
H -0.8324 -5.1081 2.6966 0.398 -0.462 0.321 0.10
C -0.5983 -4.1828 3.2018 -0.959 -0.015 0.356 -0.09
C 2.6436 -2.4540 3.7775 0.205 0.613 -0.128 0.03
C -4.3508 3.8013 -2.1993 -2.147 0.107 -0.170 -0.04
C 4.1428 -0.5484 2.9926 0.045 -0.517 1.538 0.01
C 1.3693 3.0170 -3.7293 -0.978 -0.734 0.613 -0.05
H -0.2000 4.5547 -1.6754 0.720 0.094 0.441 0.07
F -5.4960 -0.9078 0.1599 0.896 -0.161 -0.930 0.00
C -0.2432 1.5720 -3.4731 -0.979 0.468 1.137 -0.63
H 0.4148 1.8575 3.2992 0.821 0.307 0.002 0.10
C -0.5297 -4.0702 4.5899 -0.500 -0.548 0.706 -0.08
O 1.7536 -0.2581 3.0329 -0.350 -0.266 -0.861 -0.01
C 3.1085 -3.5772 -2.3823 0.252 2.599 -0.330 -0.04
C -2.3829 -4.3951 -1.4401 1.539 2.299 -0.940 0.02
H -5.5606 3.3304 0.2175 0.078 -0.776 -0.043 0.11
C -4.5600 -1.4707 -0.6629 0.161 -0.250 1.674 0.02
H -0.3393 -0.7102 4.8619 -0.463 -0.727 -0.631 0.14
C 2.7033 0.8242 -0.3138 0.483 -0.653 -0.389 -0.17
O 2.6667 -1.7037 1.5302 0.321 -0.272 -1.226 0.01
C 3.1626 -0.7549 -2.5825 -0.108 -0.250 -1.444 -0.05
H 0.9604 0.8531 1.3512 -0.007 -1.164 1.167 0.15
H 4.2436 -0.2284 4.0440 -0.172 -0.026 -0.268 0.09
C -0.6413 1.8199 3.3971 -0.829 -1.528 -0.148 -0.04
F -3.9824 -1.4766 -2.9258 -0.100 -0.047 0.189 0.08
B -0.6802 4.0491 -2.6226 -0.639 0.734 -0.461 -0.47
H 4.1357 -3.5370 -4.2613 0.708 -0.986 -1.172 0.08
C 4.9513 1.7817 -0.1751 1.302 -2.650 0.097 -0.08
C -2.7308 2.6765 4.0953 -1.334 1.095 1.769 -0.11
H 3.1422 0.3711 -2.5409 0.308 -1.475 -0.657 0.14
F -6.0211 -1.9842 -2.3706 0.249 0.232 0.215 0.12
H 6.0586 1.5457 -0.1911 -1.392 0.579 0.212 0.13
H 2.0484 -3.2481 -0.5833 -0.478 -0.239 0.941 0.10
H 1.6448 -2.8214 3.5002 0.467 -0.266 0.751 0.06
H -4.5169 1.3802 3.7004 1.363 0.672 0.278 0.12
```
Positions in Å, forces in eV/Å.

E_HOMO (alpha / beta) in eV: -7.0 / -8.4
Total charge: 0
2S+1: 3
Lowest unoccupied orbital energy (alpha / beta) in Ha: -0.0022 / 0.0063
Frontier orbital gap (alpha / beta) in eV: 6.95 / 8.60

***

(2)
# C5H8CaF3NO5P2

C5H8CaF3NO5P2 as an isolated structure at a distorted geometry (ωB97M-V/def2-TZVPD, the OMol25 dataset).

The geometry in XYZ format:
```
25
Properties=species:S:1:pos:R:3:forces:R:3:lowdin_charge:R:1
C -1.1424 2.9982 0.7210 6.021 3.598 2.606 -0.17
O 2.0100 -1.7312 1.2380 -1.999 -0.011 1.154 -0.02
H 0.6974 4.0576 2.0249 -2.220 -1.189 -1.059 0.12
H -1.4078 -1.6547 0.4240 1.866 0.547 -0.146 0.12
N 2.2792 2.2309 -2.4535 -3.790 -0.636 0.201 -0.26
C -0.3313 -1.2436 0.2901 -0.139 -2.435 0.018 -0.13
H 0.3976 3.4745 -1.4979 -1.036 -0.646 -0.280 0.02
Ca -4.1542 -0.7487 -1.4806 -1.662 -0.844 -0.326 1.79
C -0.1622 3.5627 1.4168 -5.071 -3.038 -4.283 0.19
O -0.0938 0.9299 -2.1535 -3.465 2.168 3.445 -0.37
F -0.5749 -4.0581 0.6228 2.378 1.288 2.308 0.05
C 0.5764 -1.9287 1.4665 0.930 0.874 0.099 -0.17
O -0.4113 0.2155 0.4924 -1.518 1.739 -3.147 -0.19
H 2.4220 1.2287 -2.2398 0.591 0.650 -0.202 -0.02
P 0.6739 2.4647 -2.4750 6.258 0.246 -1.019 0.73
H 0.2622 -1.4031 2.4593 0.384 -1.229 -1.662 0.19
C 0.3298 -3.5222 1.6082 -0.378 -1.962 1.366 -0.27
F 1.5603 -4.2955 1.6014 -4.175 2.490 -0.131 0.08
F -0.3060 -3.7326 2.9038 1.689 0.309 -3.597 0.04
O -1.8232 2.5176 -0.4877 3.050 -2.497 2.355 -0.18
H 0.2790 3.0077 -3.7636 -0.759 -0.630 0.977 0.04
H 0.0405 -1.5374 -0.7739 -0.382 0.684 1.932 0.16
P -1.1658 0.9808 -0.8300 0.597 -2.352 -0.124 0.75
O -2.4038 0.0591 -1.2354 3.283 2.691 0.815 -0.62
H 2.4483 -1.8720 2.1218 -0.454 0.185 -1.297 0.14
```
Positions in Å, forces in eV/Å.

E_HOMO in eV: -14.3
Total charge: +2
2S+1: 1
Lowest unoccupied orbital energy in Ha: -0.3462
Frontier orbital gap in eV: 4.87

***

no.,calculated total energy (eV)
1,-98689.547
2,-62189.847